<1>
2 unconnected molecules or ions with the total composition C4H8O2S. Source: the OMol25 dataset; level of theory: the ωB97M-V functional and the def2-TZVPD basis.

Lowest unoccupied orbital energy in eV: 0.75
Gap between HOMO and LUMO in eV: 9.38
SMILES string: C1COSC1.C=O
Net charge: 0

Each line ends with the Löwdin charge.
Atoms and positions in Å:
C  0.207  -0.611  1.445  -0.2115
C  0.081  0.795  0.814  -0.2969
O  -0.299  0.652  -0.529  -0.5295
S  0.633  -0.566  -1.186  0.8946
C  0.394  -1.608  0.295  -0.4310
H  1.056  -0.633  2.128  0.1063
H  -0.694  -0.859  2.006  0.1065
H  -0.691  1.397  1.294  0.1240
H  1.041  1.323  0.875  0.1148
H  1.268  -2.242  0.405  0.0704
H  -0.490  -2.226  0.147  0.0696
C  -0.836  1.987  -3.305  -0.1749
O  -1.124  2.934  -2.635  0.0000
H  -1.583  1.273  -3.686  0.0815
H  0.206  1.752  -3.584  0.0761



<2>
2 unconnected molecules or ions with the total composition C4H8O2S. Source: the OMol25 dataset; level of theory: the ωB97M-V functional and the def2-TZVPD basis.

Lowest unoccupied orbital energy in eV: -0.40
Gap between HOMO and LUMO in eV: 8.99
Net charge: 0

Each line ends with the Löwdin charge.
Atoms and positions in Å:
C  0.137  1.215  0.447  -0.4220
C  -1.277  0.681  0.314  -0.0493
C  -0.684  -0.619  -0.491  -0.4139
C  0.562  -0.276  0.304  -0.6106
H  1.482  1.316  -1.123  0.1491
H  0.643  1.746  1.381  0.1779
H  -1.850  1.271  -0.463  0.1298
H  -1.933  0.279  1.058  0.1078
H  -0.630  -0.508  -1.606  0.1432
H  -1.137  -2.538  -1.367  0.3176
H  0.292  -0.655  1.297  0.1098
H  2.731  -1.129  1.260  -0.0372
O  0.502  1.769  -0.775  -0.1243
O  -1.197  -1.891  -0.097  -0.1427
S  2.357  -0.660  -0.139  0.6648



<1> is the most stable structure; the next one sits 3.426 eV above it.



<1>
2 unconnected molecules or ions with the total composition C4H8O2S. Source: the OMol25 dataset; level of theory: the ωB97M-V functional and the def2-TZVPD basis.

Lowest unoccupied orbital energy in eV: -0.05
Gap between HOMO and LUMO in eV: 8.30
Net charge: 0

Each line ends with the Löwdin charge.
Atoms and positions in Å:
C  -1.291  -0.986  0.510  -0.2563
C  1.726  0.084  0.441  -0.4143
C  -2.461  -0.272  -0.045  -0.0301
C  1.678  1.161  -0.529  -0.5013
O  -0.211  -1.010  -0.081  -0.0661
O  0.863  2.198  -0.187  -0.0830
S  2.659  -1.308  -0.033  0.7419
H  -1.492  -1.505  1.511  0.1437
H  -2.418  -0.397  -1.165  0.1261
H  -2.337  0.632  0.358  0.0445
H  -3.367  -0.638  0.209  0.0399
H  1.363  0.750  -1.655  0.1710
H  2.603  1.625  -0.858  0.1148
H  0.260  1.761  0.470  0.0901
H  2.424  -2.093  1.053  -0.1207



<2>
C4H8O2S in the gas phase. Source: the OMol25 dataset; level of theory: the ωB97M-V functional and the def2-TZVPD basis.

Lowest unoccupied orbital energy in eV: 0.48
Gap between HOMO and LUMO in eV: 9.74
SMILES string: O=C(CO)CCS
Net charge: 0

Each line ends with the Löwdin charge.
Atoms and positions in Å:
O  1.519  -1.286  0.387  0.0611
C  0.821  -0.288  0.466  -0.3882
C  0.128  -0.025  1.814  -0.1978
O  -0.879  0.952  1.892  -0.0714
C  0.458  0.716  -0.625  -0.1982
C  -0.639  0.086  -1.465  -0.5393
S  0.013  -1.194  -2.612  0.7139
H  -0.215  -1.009  2.152  0.1276
H  0.915  0.284  2.555  0.1498
H  -1.646  0.684  1.329  0.1083
H  0.160  1.654  -0.086  0.1292
H  1.325  0.884  -1.222  0.1022
H  -1.071  0.851  -2.121  0.0744
H  -1.406  -0.301  -0.810  0.0653
H  0.518  -2.008  -1.653  -0.1368



<2> is the most stable structure; the next one sits 4.143 eV above it.



<1>
A molecular structure, C19H53O11. Source: the OMol25 dataset; level of theory: the ωB97M-V functional and the def2-TZVPD basis.

Lowest unoccupied orbital energy in eV: 2.65
Gap between HOMO and LUMO in eV: 9.25
Net charge: -1

Each line ends with the Löwdin charge.
Atoms and positions in Å:
C  -0.094  0.442  0.516  -0.8048
O  -0.743  0.522  -0.518  -0.0471
O  -0.466  -0.425  1.423  0.1190
O  0.912  1.148  0.735  0.0116
H  -1.419  -0.783  1.211  0.1667
C  1.257  3.275  3.619  -0.1155
O  0.143  2.378  3.265  -0.1356
H  2.083  2.658  3.663  0.0400
H  1.021  3.939  4.552  0.1161
H  1.487  3.963  2.967  0.0008
H  0.735  1.832  2.704  0.0286
C  -1.603  3.831  0.210  -0.2420
O  -2.363  2.733  -0.059  -0.1664
H  -0.995  3.737  1.158  0.0815
H  -2.251  4.668  0.360  0.0503
H  -0.862  4.248  -0.570  0.1003
H  -1.739  1.834  -0.094  0.1201
C  -1.195  2.468  -3.359  -0.1143
O  0.003  2.256  -2.566  -0.1199
H  -1.131  3.286  -4.151  0.1037
H  -2.111  2.674  -2.785  0.0782
H  -1.284  1.626  -3.774  -0.0191
H  -0.225  1.708  -1.802  0.0158
C  1.594  -1.244  -3.900  -0.0594
C  1.272  -1.024  -2.434  -0.5185
C  1.877  -2.186  -1.620  -0.0594
O  1.922  0.097  -1.980  0.0372
H  2.740  -1.304  -4.156  0.1282
H  1.237  -0.496  -4.419  0.0029
H  1.100  -2.020  -4.447  0.0663
H  0.111  -1.251  -2.272  0.1604
H  1.159  -3.312  -1.760  0.1559
H  1.521  -1.890  -0.589  0.0692
H  2.919  -2.346  -1.694  0.0434
H  1.325  0.425  -1.448  -0.0480
C  4.278  4.016  -1.085  -0.1152
C  3.774  2.909  -0.210  -0.5478
C  4.218  3.011  1.172  -0.1116
O  2.363  3.257  -0.271  -0.1205
H  4.458  5.046  -0.592  0.0947
H  3.805  4.094  -2.239  0.1353
H  5.271  3.693  -1.628  0.0753
H  3.938  1.824  -0.608  0.1678
H  3.823  2.297  2.050  0.1103
H  3.889  3.971  1.649  0.0843
H  5.315  2.881  1.372  0.0810
H  2.010  2.317  -0.011  0.0754
C  2.544  -2.542  4.155  -0.0837
C  1.493  -1.487  3.750  -0.4563
C  0.976  -0.816  4.981  -0.0820
O  2.270  -0.447  3.073  -0.0703
H  2.163  -3.525  4.811  0.1206
H  3.248  -2.089  4.884  0.0549
H  3.304  -2.887  3.300  0.1048
H  0.634  -1.638  3.226  0.0835
H  0.249  -0.056  4.744  0.0764
H  1.770  -0.583  5.707  0.0870
H  0.479  -1.405  5.715  0.0580
H  1.875  -0.223  2.223  0.0444
C  -4.554  -0.398  -3.172  -0.0752
C  -3.730  -0.170  -1.904  -0.5600
C  -4.410  -0.897  -0.625  -0.0192
O  -2.569  -0.751  -2.127  -0.0855
H  -4.789  -1.592  -3.255  0.1046
H  -3.960  -0.210  -4.168  0.0973
H  -5.641  -0.012  -3.185  0.0826
H  -3.776  0.778  -1.609  0.0783
H  -5.417  -0.399  -0.404  0.0988
H  -3.724  -0.664  0.057  -0.0008
H  -4.662  -1.944  -0.775  0.0560
H  -1.771  -0.278  -1.642  0.1044
C  -2.784  -5.546  0.309  -0.0331
C  -2.593  -4.390  -0.715  -0.3416
C  -1.870  -3.233  0.081  -0.0749
O  -1.465  -4.919  -1.547  -0.1293
H  -3.362  -5.370  0.989  -0.0229
H  -1.905  -6.159  0.821  0.1592
H  -3.189  -6.122  -0.262  -0.0312
H  -3.512  -4.009  -1.330  0.1619
H  -0.957  -3.437  0.497  0.0398
H  -2.461  -2.711  0.845  0.0704
H  -1.619  -2.485  -0.780  0.0856
H  -1.360  -4.164  -2.251  0.1225



<2>
9 unconnected molecules or ions with the total composition C19H53O11. Source: the OMol25 dataset; level of theory: the ωB97M-V functional and the def2-TZVPD basis.

Lowest unoccupied orbital energy in eV: 2.66
Gap between HOMO and LUMO in eV: 9.22
Net charge: -1

Each line ends with the Löwdin charge.
Atoms and positions in Å:
C  36.400  18.119  17.074  -0.8361
O  35.222  18.272  16.702  -0.0127
O  37.017  19.142  17.618  0.1186
O  36.990  17.077  16.996  0.0358
H  36.506  19.959  17.773  0.1288
C  38.123  14.096  18.258  -0.1274
O  37.515  15.137  19.013  -0.0734
H  38.399  13.196  18.827  0.0823
H  38.903  14.435  17.682  0.0282
H  37.343  13.861  17.400  0.1004
H  37.534  15.809  18.477  -0.0756
C  34.596  14.446  16.909  -0.1555
O  35.617  14.964  15.972  -0.1795
H  33.703  15.139  17.036  0.0822
H  35.090  13.935  17.820  0.0954
H  34.122  13.613  16.485  0.0306
H  35.998  15.772  16.479  0.0523
C  34.282  21.721  15.840  -0.1900
O  35.302  21.162  16.506  -0.1350
H  34.384  21.678  14.648  0.1243
H  34.295  22.759  15.993  0.0676
H  33.418  21.316  15.974  0.0205
H  35.269  20.138  16.549  0.0945
C  39.267  19.342  13.085  -0.0546
C  38.232  18.866  14.129  -0.3971
C  36.777  19.313  13.564  -0.0096
O  38.304  17.532  14.577  0.0283
H  39.260  19.001  12.105  0.0501
H  40.230  19.155  13.542  0.0693
H  39.222  20.375  12.967  0.0501
H  38.427  19.599  15.024  0.1318
H  36.436  20.262  13.507  0.0226
H  36.167  18.761  14.169  0.0147
H  36.619  19.083  12.507  0.0828
H  37.703  17.486  15.204  -0.0464
C  35.402  17.857  20.758  -0.0028
C  34.439  16.959  19.879  -0.4589
C  33.529  16.157  20.826  -0.0351
O  33.740  17.861  19.075  -0.1115
H  36.158  18.204  20.168  0.0352
H  35.972  17.105  21.333  0.0993
H  34.979  18.486  21.293  -0.0114
H  34.957  16.433  19.050  0.1220
H  32.766  15.649  20.246  0.0677
H  32.893  16.861  21.524  0.1255
H  34.021  15.494  21.337  0.0003
H  34.514  18.278  18.462  0.1224
C  40.786  18.867  17.131  -0.0631
C  40.145  17.478  17.610  -0.5111
C  41.263  16.502  17.997  -0.0481
O  39.278  17.740  18.610  -0.0348
H  41.660  18.990  16.308  0.0940
H  41.270  19.404  17.957  0.0499
H  39.994  19.575  16.525  0.0890
H  39.541  17.058  16.782  0.1193
H  40.867  15.572  18.140  0.0198
H  41.929  16.870  18.779  0.0754
H  42.179  16.294  17.386  0.0891
H  38.561  18.312  18.266  0.0648
C  31.605  16.407  13.823  -0.0936
C  33.006  16.654  14.215  -0.4907
C  34.091  16.391  13.153  -0.0677
O  33.176  17.973  14.811  -0.0630
H  31.335  16.897  12.766  0.1210
H  31.026  16.773  14.565  0.0266
H  31.463  15.288  13.742  0.0974
H  33.110  15.953  15.247  0.1645
H  34.243  15.349  13.065  0.0290
H  35.195  16.532  13.654  0.1196
H  33.865  16.862  12.080  0.1150
H  33.844  18.118  15.408  -0.0235
C  37.452  24.172  14.654  -0.0786
C  38.188  23.424  15.682  -0.5377
C  39.463  24.111  16.156  -0.0637
O  37.349  23.309  16.828  -0.0704
H  38.109  24.552  13.943  0.0305
H  37.109  25.272  14.849  0.1145
H  36.437  23.677  14.293  0.1184
H  38.662  22.541  15.455  0.0935
H  39.329  24.809  16.959  0.0558
H  39.970  24.582  15.288  0.0777
H  40.114  23.223  16.704  0.1358
H  36.706  22.561  16.634  0.0742



<2> is the most stable structure; the next one sits 2.521 eV above it.



<1>
C2H3ClF2 in the gas phase. Source: the OMol25 dataset; level of theory: the ωB97M-V functional and the def2-TZVPD basis.

Lowest unoccupied orbital energy in eV: 0.86
Gap between HOMO and LUMO in eV: 11.89
SMILES string: FC(F)CCl
Net charge: 0

Each line ends with the Löwdin charge.
Atoms and positions in Å:
F  1.189  1.226  -0.189  0.0254
C  1.063  -0.030  0.345  -0.4154
F  1.221  -1.042  -0.569  0.0181
C  -0.368  -0.261  0.881  -0.5870
Cl  -1.576  0.080  -0.278  0.6635
H  1.893  -0.155  1.120  0.1719
H  -0.371  -1.222  1.182  0.0312
H  -0.599  0.099  1.887  0.0923



<2>
C2H3ClF2 in the gas phase. Source: the OMol25 dataset; level of theory: the ωB97M-V functional and the def2-TZVPD basis.

Lowest unoccupied orbital energy in eV: 0.89
Gap between HOMO and LUMO in eV: 12.23
SMILES string: CC(F)(F)Cl
Net charge: 0

Each line ends with the Löwdin charge.
Atoms and positions in Å:
C  0.947  0.140  -0.032  0.0332
C  -0.804  -0.147  -0.037  -0.8966
F  -1.095  -0.902  1.136  -0.0407
F  -1.020  -0.865  -1.097  0.0633
Cl  -1.797  1.301  -0.011  0.6960
H  1.260  0.908  -0.639  0.0258
H  1.258  0.327  1.062  0.1044
H  1.251  -0.761  -0.383  0.0145



<1> is the most stable structure; the next one sits 0.238 eV above it.